(1)
Below is a single C3H5NS molecule at a distorted geometry, with properties calculated with the ωB97M-V functional and the def2-TZVPD basis.

```
10
Properties=species:S:1:pos:R:3:forces:R:3:lowdin_charge:R:1
S -3.092 -0.081 -0.240 0.0 -0.8 -0.5 0.703
C -1.575 -0.339 0.149 4.0 2.4 0.8 -0.739
N -0.324 -0.266 -0.665 0.8 -0.6 -1.2 -0.150
C 1.082 -0.763 -0.090 -0.5 3.9 -2.2 -0.051
C 0.659 0.727 -0.118 -4.1 -5.0 5.6 -0.182
H -1.130 0.000 1.104 -1.3 -1.0 0.8 0.046
H 1.008 -1.244 0.873 0.6 -0.4 -0.2 0.078
H 1.978 -0.775 -0.947 -2.8 -1.2 2.5 0.165
H 0.350 1.439 0.687 0.1 -1.5 0.3 0.123
H 1.043 1.301 -0.753 3.3 4.1 -5.9 0.006
```
Forces are in eV/Å.

Properties
total charge	0
lowest unoccupied orbital energy	-0.37	eV
Kohn-Sham gap	8.48	eV
relative energy (zero: lowest compared OMol25 entry of this formula, charge and spin)	387.27	kJ/mol
E_HOMO	-8.9	eV
DFT total energy	-570.08704	Eh

---

(2)
Below is 2 unconnected molecules or ions with the total composition H6N2O at a distorted geometry, with properties calculated with the ωB97M-V functional and the def2-TZVPD basis.

```
9
Properties=species:S:1:pos:R:3:forces:R:3:lowdin_charge:R:1
N -0.354 1.918 0.021 1.2 -1.7 0.7 -0.027
O -1.136 0.794 0.615 1.1 1.2 -0.1 -0.173
H 0.542 1.481 -0.334 -1.0 0.3 0.8 0.072
H -0.810 2.042 -0.848 -1.1 0.4 -0.9 0.036
H -0.837 0.838 1.541 -0.3 0.0 -0.5 0.072
N 0.318 -1.704 -0.128 1.9 -1.1 -1.0 -0.032
H 1.105 -1.274 0.385 -0.6 0.3 -0.2 0.001
H 0.690 -2.694 -0.125 -0.8 1.0 -0.2 0.023
H 0.482 -1.401 -1.129 -0.4 -0.4 1.4 0.027
```
Forces are in eV/Å.

Properties
total charge	0
lowest unoccupied orbital energy	0.94	eV
Kohn-Sham gap	10.57	eV
relative energy (zero: lowest compared OMol25 entry of this formula, charge and spin)	105.30	kJ/mol
E_HOMO	-9.6	eV
DFT total energy	-188.26255	Eh

---

(3)
Below is a molecular structure, C21H21ClDyN6OS at a distorted geometry, with properties calculated with the ωB97M-V functional and the def2-TZVPD basis.

```
52
Properties=species:S:1:pos:R:3:forces:R:3:lowdin_spin:R:1
Dy 0.000 0.000 0.000 2.8 7.3 -5.7 5.098
O -2.972 -1.277 1.369 0.2 -0.3 -0.3 -0.007
C -1.780 -0.949 1.337 -2.3 0.4 2.4 -0.002
N -0.809 -1.616 0.693 -2.6 -5.1 1.1 -0.043
C -1.240 -2.031 -0.649 -0.4 -1.9 -0.4 0.002
C -0.077 -2.035 -1.640 -0.2 -0.9 -1.8 0.002
C 0.108 -3.152 -2.457 0.1 -0.1 0.4 -0.002
C 1.065 -3.110 -3.470 0.4 0.4 -0.1 0.002
C 1.818 -1.957 -3.646 -1.0 -1.5 -0.8 -0.002
C 1.580 -0.891 -2.798 -4.5 -1.5 -4.0 0.001
N 0.652 -0.899 -1.821 -3.4 -4.1 -5.2 -0.009
C -1.383 0.251 2.176 -7.6 -2.3 0.5 -0.001
C -2.032 0.389 3.403 0.4 0.9 -0.5 0.000
C -1.758 1.503 4.192 -1.0 -1.0 1.2 0.001
C -0.852 2.452 3.733 0.8 0.2 -2.1 -0.001
C -0.261 2.254 2.495 -2.3 7.9 4.3 0.002
N -0.508 1.194 1.702 -1.8 -0.5 2.8 -0.010
H -2.005 -1.378 -1.090 0.0 0.1 0.3 -0.002
H -1.681 -3.036 -0.602 0.3 0.2 -0.2 -0.001
H -0.507 -4.033 -2.315 0.1 0.0 0.1 0.000
H 1.207 -3.968 -4.118 0.0 0.0 0.0 0.000
H 2.565 -1.886 -4.426 0.0 0.1 0.0 0.000
H 2.134 0.037 -2.886 -3.1 0.0 -4.0 0.000
H -2.742 -0.366 3.720 0.2 0.1 -0.2 0.000
H -2.253 1.624 5.149 0.0 0.0 -0.1 0.000
H -0.615 3.330 4.322 0.2 0.0 -0.2 0.000
H 0.449 2.967 2.090 0.0 -0.4 0.6 0.000
S 3.577 2.072 -2.260 1.3 1.2 -1.5 0.005
C 3.912 0.408 -2.482 1.5 -0.3 0.9 0.005
C 2.964 -0.391 -1.886 5.8 2.1 2.7 -0.002
C 1.966 0.384 -1.246 2.3 6.3 5.7 -0.009
C 2.153 1.745 -1.357 0.1 -1.5 0.0 0.002
C 1.293 2.793 -0.805 -0.1 -0.7 0.2 0.002
C 1.519 4.161 -0.940 -0.1 0.5 0.1 0.000
C 0.617 5.053 -0.362 0.1 -0.3 0.0 0.001
C -0.480 4.560 0.332 0.1 0.4 -0.4 0.000
C -0.632 3.188 0.420 -0.3 0.1 -1.8 0.000
N 0.225 2.300 -0.129 0.4 3.7 -1.4 0.003
H 4.786 0.099 -3.039 0.0 0.0 0.0 0.000
H 2.985 -1.473 -1.905 0.9 0.6 0.8 0.000
H 2.374 4.548 -1.481 0.0 -0.2 0.0 0.000
H 0.772 6.124 -0.454 0.0 -0.1 0.0 0.000
H -1.200 5.228 0.793 0.0 -0.1 0.0 0.000
H -1.472 2.750 0.952 -0.2 0.7 -0.9 0.000
Cl 0.734 0.459 2.429 10.7 -5.3 3.0 0.006
N 3.025 -2.138 -0.019 0.0 -0.6 0.7 0.002
N 1.845 -1.375 0.270 1.3 -3.3 3.2 0.005
H 3.187 -2.896 0.650 -0.3 0.3 0.0 0.000
H 3.867 -1.554 -0.002 -0.6 0.1 0.0 0.000
H 1.775 -1.093 1.276 0.3 -1.1 -1.1 0.001
H 0.980 -1.883 -0.025 2.3 -0.8 1.4 0.002
H -1.428 0.506 -1.383 -0.4 0.3 0.1 -0.049
```
Forces are in eV/Å.

Properties
<S²>	9.04
total charge	-1
lowest unoccupied orbital energy (alpha / beta)	2.53 / 2.53	eV
Kohn-Sham gap (alpha / beta)	5.02 / 5.02	eV
E_HOMO (alpha / beta)	-2.5 / -2.5	eV
2S+1	6
DFT total energy	-2959.26955	Eh

---

(4)
Below is 2 unconnected molecules or ions with the total composition C2H3BCl2O2 at a distorted geometry, with properties calculated with the ωB97M-V functional and the def2-TZVPD basis.

```
10
Properties=species:S:1:pos:R:3:forces:R:3:lowdin_charge:R:1
Cl -4.660 -1.615 0.308 -0.3 -0.5 0.3 0.703
C -3.933 -0.159 0.330 1.0 2.2 -1.9 -0.692
C -3.420 0.868 -0.116 -1.5 -2.9 1.8 -0.717
Cl -2.670 2.285 -0.164 0.5 1.2 -0.3 0.772
O 0.299 -0.608 -0.791 1.0 -1.3 -1.7 0.135
B -0.185 0.083 0.238 1.0 1.7 0.7 -0.607
O 0.384 1.297 0.584 1.8 1.7 -1.8 0.028
H 1.157 -0.339 -1.197 -1.2 -0.1 0.6 0.124
H -1.056 -0.297 0.933 -0.2 -0.2 -0.1 0.086
H 1.055 1.753 -0.099 -2.3 -1.9 2.3 0.166
```
Forces are in eV/Å.

Properties
total charge	0
lowest unoccupied orbital energy	0.28	eV
Kohn-Sham gap	9.70	eV
relative energy (zero: lowest compared OMol25 entry of this formula, charge and spin)	250.90	kJ/mol
E_HOMO	-9.4	eV
DFT total energy	-1173.70219	Eh

---

- What is the total charge in the first record?
  0